Entry 1:
{
  "formula": "C27H34Br39F4N2O3",
  "method": "the ωB97M-V functional and the def2-TZVPD basis",
  "species": ["C", "C", "C", "C", "C", "C", "C", "C", "F", "F", "F", "C", "O", "N", "C", "O", "F", "C", "C", "C", "C", "N", "O", "H", "H", "H", "H", "H", "H", "H", "H", "H", "H", "H", "H", "H", "H", "H", "H", "H", "H", "H", "H", "H", "C", "Br", "Br", "Br", "H", "C", "Br", "Br", "Br", "H", "C", "Br", "Br", "Br", "H", "C", "Br", "Br", "Br", "H", "C", "Br", "Br", "Br", "H", "C", "Br", "Br", "Br", "H", "C", "Br", "Br", "Br", "H", "C", "Br", "Br", "Br", "H", "C", "Br", "Br", "Br", "H", "C", "Br", "Br", "Br", "H", "C", "Br", "Br", "Br", "H", "C", "Br", "Br", "Br", "H", "C", "Br", "Br", "Br", "H"],
  "xyz": [[-1.69676, -2.35517, -2.64618], [-1.66447, -2.19098, -0.98189], [-3.27721, -2.08455, -0.55078], [-0.98275, -0.77885, -0.52276], [0.61686, -0.83777, -0.18159], [1.61684, -0.77326, -1.47858], [1.10515, 0.16603, -2.71725], [2.29048, 0.33936, -3.88151], [2.27450, 1.78434, -4.31464], [2.01673, -0.56294, -5.02700], [3.65685, 0.08486, -3.36967], [0.93148, 0.53213, 0.72584], [1.29680, 0.51046, 2.01373], [0.75641, 1.94030, 0.11810], [2.15968, 2.51582, 0.13764], [2.59658, 3.14306, 1.23261], [2.99030, 2.31726, -1.07615], [0.99503, -2.23254, 0.62422], [-0.28180, -3.24514, 0.85052], [0.39832, -4.73187, 1.20950], [-1.23095, -2.88066, 2.13580], [-1.00882, -3.44269, -0.45770], [-1.95054, -4.42523, -0.34432], [-2.62775, -3.01544, -2.99632], [-1.75358, -1.30654, -3.16465], [-0.74465, -2.98740, -2.92133], [-3.49407, -2.50673, 0.51864], [-3.50297, -0.91699, -0.50250], [-3.99289, -2.52356, -1.36801], [-1.29652, 0.03397, -1.31278], [-1.52592, -0.45653, 0.49010], [2.67859, -0.42313, -1.05953], [1.82707, -1.85206, -1.94397], [0.79063, 1.25506, -2.42887], [0.21636, -0.37475, -3.25717], [0.09914, 2.49688, 0.72930], [1.79176, -2.85621, -0.00983], [1.48552, -2.06569, 1.67277], [1.56077, -4.55965, 1.40941], [0.36555, -5.46224, 0.26581], [-0.06149, -5.22381, 2.16686], [-1.76190, -3.85548, 2.52938], [-1.96472, -1.98346, 1.98033], [-0.48981, -2.54750, 3.01030], [-0.34135, -4.45818, 5.86465], [0.83853, -4.58198, 4.32295], [-0.08812, -2.79310, 6.83799], [-2.20356, -4.73433, 5.37488], [-0.06561, -5.27110, 6.54446], [1.44780, -0.65484, -8.69785], [-0.44059, -0.24803, -8.46807], [1.75167, -2.55857, -8.95758], [2.24925, 0.40643, -10.11748], [1.95086, -0.37485, -7.76642], [4.29048, -3.38999, 8.01374], [3.65333, -4.48852, 6.54012], [4.78876, -1.60485, 7.42299], [3.01474, -3.33704, 9.48128], [5.19938, -3.86527, 8.39720], [2.60585, -6.48880, -9.86584], [0.76132, -6.40221, -9.25388], [3.82060, -5.60462, -8.63028], [3.15867, -8.31556, -10.24175], [2.65520, -5.93881, -10.81141], [-3.31825, -0.52506, 7.00174], [-4.83405, 0.68241, 7.17106], [-3.49236, -2.07303, 8.16684], [-3.00800, -1.04227, 5.15236], [-2.43183, 0.02613, 7.33261], [6.95656, -0.87385, -1.75486], [5.44076, 0.33362, -1.58555], [6.78245, -2.42183, -0.58976], [7.26681, -1.39106, -3.60424], [7.84298, -0.32266, -1.42400], [-5.01189, 0.99369, -3.39509], [-6.39014, 1.93265, -2.39356], [-3.22952, 1.40371, -2.73250], [-5.33904, -0.92294, -3.45417], [-5.06144, 1.35844, -4.42636], [-0.22866, 5.86462, 0.69941], [-0.74963, 4.31380, 1.75195], [0.26021, 5.37447, -1.11850], [-1.59067, 7.25305, 0.73335], [0.66707, 6.28385, 1.16944], [-4.30427, 9.81694, -0.58338], [-5.91358, 8.76522, -0.88051], [-4.49533, 11.63550, -1.24697], [-3.75023, 9.78115, 1.28095], [-3.50350, 9.34714, -1.16398], [0.39111, 4.07540, -10.80151], [-1.21820, 3.02368, -11.09864], [0.20005, 5.89396, -11.46510], [0.94515, 4.03961, -8.93718], [1.19188, 3.60561, -11.38211], [-0.23693, -1.87381, 11.04485], [-1.90781, -2.66098, 11.65545], [-0.53307, -0.22994, 10.04785], [1.01923, -1.61686, 12.50773], [0.21976, -2.58943, 10.35323], [-6.20347, 8.23883, -4.81779], [-7.66342, 8.66438, -6.03095], [-6.10007, 6.33132, -4.45075], [-4.50616, 8.94711, -5.45140], [-6.42247, 8.73601, -3.86707], [4.49963, 1.03429, 12.29512], [2.98383, 2.24176, 12.46444], [4.32552, -0.51369, 13.46022], [4.80988, 0.51708, 10.44574], [5.38605, 1.58548, 12.62598]],
  "forces_ev_per_angstrom": [[0.140, -0.713, 0.466], [-2.017, 0.882, -2.124], [0.200, 1.229, 0.205], [-0.372, -0.053, 0.943], [0.337, 0.459, -0.198], [0.897, 0.012, -0.424], [0.628, -0.132, -0.790], [0.021, 0.700, 0.307], [0.303, -4.663, 0.700], [1.290, 3.021, 3.147], [-4.985, 0.647, -2.756], [1.397, -0.670, 6.190], [-2.406, -0.334, -7.999], [2.865, -1.386, -0.581], [1.259, 3.141, 5.773], [-2.278, -3.999, -8.350], [-2.811, 0.403, 3.723], [-0.087, -0.541, 0.031], [1.708, -1.415, 1.186], [0.960, 0.021, -0.658], [0.820, 0.376, 0.705], [-3.236, -0.236, 2.264], [2.592, 1.898, -0.682], [2.063, 1.557, 0.942], [0.169, -2.106, 0.905], [-1.690, 1.564, 0.207], [0.447, 0.605, -2.212], [0.326, -2.400, -0.165], [1.587, 0.606, 1.855], [0.950, -1.646, 1.556], [1.200, -0.695, -2.122], [-2.300, -0.636, -1.082], [-0.734, 2.262, 1.201], [0.719, -2.187, -0.388], [1.765, 1.131, 0.980], [1.586, -0.555, -0.490], [-1.796, 1.553, 1.230], [-1.036, 0.028, -1.992], [-2.420, -0.360, -0.212], [-0.210, 1.706, 2.148], [0.711, 0.893, -2.467], [0.796, 2.135, -1.065], [1.287, -1.857, 0.153], [-1.625, -0.663, -1.973], [0.123, -0.143, 0.267], [-0.189, 0.013, 0.985], [0.110, -0.379, -0.244], [0.487, 0.001, 0.110], [-0.119, 0.378, -0.299], [0.056, 0.042, 0.226], [0.469, -0.095, -0.100], [-0.103, 0.534, 0.064], [-0.205, -0.288, 0.262], [-0.230, -0.121, -0.404], [0.221, -0.126, 0.055], [0.141, 0.363, 0.431], [-0.202, -0.461, 0.064], [0.326, 0.039, -0.297], [-0.432, 0.238, -0.141], [0.013, 0.089, -0.213], [0.489, -0.033, -0.107], [-0.312, -0.292, -0.272], [-0.147, 0.452, 0.145], [-0.022, -0.250, 0.437], [0.179, 0.039, 0.088], [0.358, -0.337, -0.057], [-0.135, 0.434, -0.318], [-0.179, 0.201, 0.374], [-0.371, -0.260, -0.131], [0.177, 0.260, 0.175], [1.325, -0.315, 0.718], [-0.010, 0.339, -0.304], [-0.146, 0.099, 0.451], [-0.391, -0.296, -0.164], [-0.136, 0.027, -0.243], [0.412, -0.264, -0.216], [-0.436, 0.003, -0.137], [0.050, 0.542, -0.010], [0.051, -0.163, 0.478], [0.246, 0.201, -0.121], [-0.240, 0.671, 0.080], [-0.155, 0.053, 0.438], [0.376, -0.504, 0.062], [-0.388, -0.250, -0.182], [0.182, -0.016, -0.198], [0.367, 0.252, 0.107], [0.007, -0.490, 0.207], [-0.286, 0.118, -0.439], [-0.353, 0.191, 0.253], [0.163, -0.136, -0.084], [0.397, 0.297, 0.109], [0.012, -0.444, 0.197], [-0.204, 0.049, -0.448], [-0.372, 0.204, 0.272], [0.037, -0.229, -0.086], [0.410, 0.225, -0.109], [0.122, -0.338, 0.261], [-0.376, 0.007, -0.481], [-0.226, 0.328, 0.246], [-0.071, 0.122, 0.174], [0.402, -0.141, 0.271], [-0.011, 0.464, -0.106], [-0.424, -0.210, 0.152], [0.119, -0.228, -0.415], [0.179, 0.192, 0.003], [0.337, -0.368, -0.058], [0.104, 0.362, -0.254], [-0.179, 0.035, 0.512], [-0.421, -0.270, -0.129]],
  "homo_lumo_gap_ev": [8.70, 9.32],
  "e_homo_ev": [-9.3, -10.0],
  "spin_multiplicity": 2,
  "lumo_ev": [-0.6, -0.6]
}

=====

Entry 2:
{
  "formula": "C27H34BrFNO29S",
  "method": "the ωB97M-V functional and the def2-TZVPD basis",
  "species": ["O", "C", "Br", "C", "N", "C", "O", "O", "S", "O", "O", "F", "H", "H", "C", "C", "O", "C", "O", "O", "H", "H", "H", "H", "C", "C", "O", "C", "O", "O", "H", "H", "H", "H", "C", "C", "O", "C", "O", "O", "H", "H", "H", "H", "C", "C", "O", "C", "O", "O", "H", "H", "H", "H", "C", "C", "O", "C", "O", "O", "H", "H", "H", "H", "C", "C", "O", "C", "O", "O", "H", "H", "H", "H", "C", "C", "O", "C", "O", "O", "H", "H", "H", "H", "C", "C", "O", "C", "O", "O", "H", "H", "H", "H"],
  "xyz": [[-3.52704, 2.54401, -2.43539], [-4.63573, 2.15056, -2.43030], [-6.11860, 3.12700, -1.63536], [-4.92815, 0.76334, -3.05110], [-4.47250, -0.28221, -2.13265], [-3.62399, -1.31729, -2.84616], [-2.41764, -1.04401, -2.82768], [-4.14667, -2.24413, -3.39990], [-5.66724, -0.94081, -1.19900], [-5.28156, -2.21089, -0.70787], [-6.95024, -0.97885, -1.81540], [-5.75945, 0.00847, 0.08192], [-4.26308, 0.70389, -3.91705], [-5.94882, 0.63282, -3.42192], [-1.92125, 2.85450, 1.60221], [-2.90298, 1.86594, 1.03645], [-4.10382, 2.15109, 1.76543], [-4.01489, 3.43136, 2.20529], [-4.90975, 4.03363, 2.70149], [-2.77035, 3.93548, 2.00249], [-1.18806, 3.18367, 0.87014], [-1.39808, 2.47091, 2.48193], [-3.09215, 2.02554, -0.02531], [-2.59330, 0.83423, 1.18730], [-0.55972, -2.40676, -0.72622], [0.02858, -3.78902, -0.69423], [1.30751, -3.56725, -0.07673], [1.21613, -2.43868, 0.65583], [2.05705, -2.07008, 1.42386], [0.06914, -1.78067, 0.41257], [-1.64087, -2.40228, -0.62669], [-0.29019, -1.85722, -1.62657], [-0.54352, -4.48374, -0.07485], [0.14192, -4.21330, -1.68397], [0.50901, 2.62523, -4.43854], [1.04399, 1.22870, -4.23687], [0.74574, 0.97589, -2.86492], [-0.29123, 1.78276, -2.51096], [-0.88422, 1.69460, -1.49363], [-0.55190, 2.69482, -3.48698], [0.13659, 2.79252, -5.44697], [1.24832, 3.39552, -4.20091], [0.52541, 0.49080, -4.85396], [2.11098, 1.15570, -4.42213], [6.05056, 2.97423, -4.15608], [5.68022, 2.12324, -2.96577], [4.56202, 1.37964, -3.45495], [4.65268, 1.33678, -4.80601], [3.96907, 0.65629, -5.49946], [5.62107, 2.16986, -5.25842], [7.11745, 3.17557, -4.21555], [5.50876, 3.92187, -4.17895], [6.47211, 1.42609, -2.68540], [5.40374, 2.71226, -2.09467], [1.85493, -2.44928, -5.50182], [2.18655, -2.45610, -4.02939], [1.14963, -3.27014, -3.48157], [0.68755, -4.07647, -4.47421], [-0.05316, -4.98412, -4.30689], [1.19499, -3.70393, -5.67826], [2.73891, -2.38428, -6.13240], [1.16578, -1.64680, -5.77217], [3.15154, -2.92236, -3.81734], [2.17046, -1.46047, -3.58975], [-6.35729, -0.08532, 3.40131], [-5.76401, -1.47011, 3.42978], [-5.95230, -1.85816, 4.79592], [-6.98519, -1.13012, 5.29285], [-7.50084, -1.32970, 6.34399], [-7.34927, -0.14806, 4.43329], [-6.80843, 0.15688, 2.44314], [-5.63025, 0.68755, 3.65610], [-6.29925, -2.17005, 2.78539], [-4.71020, -1.48200, 3.16214], [1.94979, -2.10883, 4.52028], [1.77300, -0.70793, 5.04231], [1.76586, -0.89560, 6.46130], [2.42479, -2.05829, 6.72128], [2.74259, -2.42057, 7.80593], [2.67515, -2.74390, 5.58038], [2.50757, -2.14123, 3.59105], [0.99953, -2.62771, 4.38094], [2.60890, -0.05578, 4.77657], [0.84675, -0.25042, 4.70397], [6.13195, 0.73934, 5.60545], [6.48692, 0.98775, 4.16136], [6.00329, 2.31534, 3.94921], [5.95209, 2.93584, 5.15947], [5.75342, 4.09339, 5.31039], [6.16042, 2.05085, 6.16942], [6.84514, 0.08766, 6.10465], [5.12845, 0.32562, 5.72621], [7.56490, 0.97070, 3.98570], [6.00831, 0.28520, 3.48255]],
  "forces_ev_per_angstrom": [[0.007, 0.938, 0.351], [0.304, -1.292, -0.712], [0.039, -0.051, 0.004], [-0.056, 0.366, -0.159], [-1.941, 0.557, 1.362], [2.959, -0.574, -0.544], [0.260, 1.082, 0.554], [-2.196, -0.986, -0.480], [-0.526, -2.063, -1.030], [1.345, 0.132, 0.952], [-0.328, 1.692, -0.059], [0.259, 0.130, -0.821], [0.003, 0.107, 0.152], [-0.011, 0.021, 0.423], [0.354, 0.007, -0.038], [0.091, -0.505, -0.530], [0.203, 0.356, 0.268], [-0.019, -0.048, -0.102], [-0.130, 0.096, 0.118], [-0.213, -0.170, 0.048], [-0.130, 0.133, -0.018], [-0.064, 0.020, 0.033], [0.098, 0.009, 0.045], [-0.173, -0.021, 0.048], [-0.345, 0.080, -0.311], [-0.320, -0.386, -0.127], [0.049, 0.193, 0.145], [-0.218, 0.048, -0.212], [0.140, 0.067, 0.106], [0.306, -0.243, 0.134], [0.036, 0.199, 0.097], [-0.069, 0.062, 0.050], [0.046, 0.080, 0.098], [0.186, -0.034, 0.054], [-0.025, 0.149, -0.201], [0.203, -0.173, -0.217], [-0.078, 0.252, -0.083], [-0.212, -0.258, -0.105], [0.033, 0.177, 0.484], [0.241, -0.169, 0.066], [-0.176, 0.035, 0.094], [0.009, -0.032, 0.031], [-0.099, 0.050, 0.042], [-0.100, -0.103, 0.189], [0.200, 0.292, 0.040], [0.161, 0.098, 0.367], [0.054, 0.063, -0.257], [0.189, 0.019, 0.053], [-0.029, -0.129, -0.164], [-0.155, -0.127, 0.177], [-0.016, -0.108, -0.189], [-0.037, -0.044, 0.001], [-0.023, -0.018, -0.057], [-0.198, -0.106, -0.021], [0.155, 0.233, -0.233], [0.229, 0.337, 0.175], [0.114, -0.016, -0.409], [-0.081, 0.050, -0.045], [-0.054, -0.210, 0.080], [0.013, 0.033, 0.265], [-0.071, -0.153, -0.056], [-0.020, -0.036, 0.048], [-0.030, -0.032, -0.038], [-0.150, -0.088, 0.126], [0.089, 0.331, -0.341], [0.137, -0.146, -0.294], [-0.154, 0.189, 0.013], [-0.009, 0.048, -0.044], [-0.061, -0.047, 0.147], [0.172, -0.307, 0.106], [-0.150, 0.053, 0.111], [-0.028, -0.009, 0.008], [-0.014, 0.019, 0.021], [0.022, -0.077, 0.183], [0.022, -0.119, -0.428], [-0.138, 0.268, -0.193], [0.177, -0.302, -0.086], [-0.054, -0.004, -0.003], [0.063, -0.001, 0.165], [-0.083, 0.270, 0.224], [0.064, -0.156, 0.071], [0.007, 0.017, 0.050], [-0.002, -0.018, 0.014], [-0.030, 0.037, 0.204], [-0.017, -0.406, 0.223], [0.077, -0.211, -0.239], [0.022, -0.043, 0.247], [-0.019, 0.041, 0.040], [-0.005, 0.150, 0.000], [0.016, 0.052, -0.358], [0.002, 0.148, 0.145], [0.005, 0.026, -0.019], [-0.006, 0.041, 0.045], [-0.101, 0.173, -0.076]],
  "homo_lumo_gap_ev": 7.34,
  "e_homo_ev": -6.2,
  "total_charge": -1,
  "lumo_ev": 1.2
}